{"formula": "C45H64N2P", "method": "the ωB97M-V functional and the def2-TZVPD basis", "elements": ["N", "H", "C", "C", "H", "C", "C", "H", "H", "C", "C", "H", "H", "C", "C", "C", "H", "C", "C", "C", "H", "C", "H", "C", "H", "H", "H", "C", "H", "H", "C", "H", "C", "H", "C", "H", "C", "H", "C", "H", "C", "C", "H", "H", "H", "H", "H", "H", "C", "C", "H", "H", "H", "C", "H", "C", "C", "C", "C", "C", "C", "H", "H", "H", "H", "H", "H", "H", "C", "H", "P", "H", "H", "H", "N", "H", "H", "C", "H", "H", "C", "C", "H", "C", "C", "H", "C", "C", "H", "C", "H", "C", "H", "H", "H", "H", "H", "H", "C", "H", "H", "H", "H", "H", "H", "H", "H", "C", "C", "H", "H", "C"], "coordinates": [[-4.329, -1.502, 4.429], [-4.016, -0.733, 6.342], [-3.693, -0.949, 3.364], [0.794, 3.489, -0.643], [2.829, -3.728, 2.546], [4.277, -3.158, 1.030], [-2.216, -1.709, 5.687], [0.729, 6.336, 2.481], [1.329, -0.366, -5.631], [2.840, 6.755, 2.485], [-5.785, -1.272, 1.965], [3.773, 6.188, 2.591], [-6.749, -0.325, 3.647], [2.951, 7.711, 1.313], [1.714, -0.581, -3.526], [2.931, 5.975, -2.627], [-0.582, -0.775, 4.644], [-0.975, -3.145, -1.421], [-3.727, -1.614, 5.740], [0.916, 4.050, 0.662], [3.869, 8.310, 1.366], [-2.351, -0.487, 3.493], [-2.163, 0.640, -0.979], [1.809, -3.063, -5.181], [1.812, -1.833, 1.281], [3.777, 7.905, -3.133], [3.923, 5.524, -2.799], [-5.665, -2.051, 4.336], [-3.127, -4.542, 0.937], [-0.869, -3.583, 0.718], [2.191, -0.577, -4.984], [1.143, 0.335, -3.313], [2.802, -1.919, -5.399], [-0.241, 2.090, -1.928], [-2.338, 0.152, 1.121], [4.395, -4.006, -0.947], [-0.592, 1.595, 0.128], [-0.129, -1.623, -3.711], [1.759, -2.856, 0.878], [5.313, -2.513, -0.769], [-6.518, -1.341, 3.302], [-1.621, -3.331, -0.038], [1.449, 3.707, -2.699], [3.714, -2.105, -4.813], [-4.169, -2.494, 6.225], [-1.637, -2.771, -3.478], [3.644, 8.800, -0.764], [-1.831, -1.637, 6.705], [-2.064, -2.851, -2.470], [-2.686, -4.434, -0.061], [-4.473, -5.000, -1.147], [2.244, -4.022, -5.487], [-2.195, -5.389, -0.299], [1.630, 5.211, 0.900], [1.712, -3.806, -1.065], [-4.355, -0.847, 2.103], [1.831, -2.785, -0.656], [2.240, 5.288, -1.487], [-1.649, -0.595, 4.814], [0.831, -1.803, -3.202], [3.102, 7.474, -2.392], [3.310, -2.212, -2.177], [4.733, 7.423, -0.992], [-0.153, 1.692, 1.117], [2.098, 8.415, 1.339], [0.805, -3.279, 1.211], [-2.073, -2.375, 0.274], [2.806, -4.730, 1.092], [-3.155, -3.930, -2.489], [3.105, -1.884, -6.450], [0.369, -1.813, -1.380], [4.440, -2.179, 1.500], [-4.353, -3.276, -0.809], [0.416, 3.567, 1.505], [2.958, 7.030, 0.036], [2.350, 5.814, -3.541], [-7.461, -1.881, 3.195], [3.198, -2.222, -1.086], [2.129, 7.973, -2.491], [5.073, -3.818, 1.389], [-1.708, 0.056, 2.394], [3.673, 7.732, -1.011], [-6.115, -1.987, 5.334], [-1.689, 0.753, -0.003], [2.299, 5.861, -0.179], [3.259, -1.172, -0.759], [-0.031, 2.356, -0.892], [2.907, -3.697, 1.454], [-1.920, -2.685, 5.285], [-3.666, -0.349, 1.010], [2.701, 7.342, 3.393], [-3.770, -4.161, -1.106], [-3.929, -3.651, -3.213], [-0.677, 0.399, 2.513], [2.205, -3.492, -3.106], [-2.714, -4.873, -2.843], [-1.723, 0.361, 5.361], [-4.180, -0.255, 0.046], [4.374, -3.006, -0.491], [-6.304, -0.567, 1.304], [0.921, -2.893, -5.805], [0.588, -3.929, -3.612], [-2.515, -1.872, -2.243], [-5.598, -3.123, 4.075], [-5.835, -2.257, 1.466], [2.584, -0.552, -2.859], [1.729, 4.989, 3.013], [1.509, 4.134, -1.692], [1.361, -3.153, -3.719], [-0.435, -4.072, -1.694], [2.912, 0.235, -5.127], [1.672, 5.799, 2.279]], "lumo_energy_ev": -3.97, "orbital_gap_ha": 0.19639, "total_charge": 1}

---

{"formula": "C45H66N3OsP2Si5", "method": "the ωB97M-V functional and the def2-TZVPD basis", "elements": ["H", "H", "H", "H", "C", "H", "H", "N", "C", "C", "C", "H", "C", "Os", "C", "C", "C", "C", "H", "H", "H", "Si", "C", "C", "C", "H", "H", "H", "C", "N", "Si", "H", "C", "H", "H", "H", "H", "H", "H", "C", "H", "C", "N", "Si", "C", "H", "H", "H", "H", "H", "H", "H", "C", "H", "H", "C", "H", "H", "C", "H", "C", "C", "H", "C", "C", "C", "H", "C", "C", "C", "H", "H", "C", "C", "H", "C", "H", "H", "H", "H", "P", "H", "H", "C", "H", "H", "P", "C", "C", "H", "H", "C", "H", "H", "H", "C", "H", "C", "Si", "C", "C", "C", "H", "Si", "H", "H", "H", "C", "H", "H", "H", "C", "C", "H", "H", "H", "H", "C", "H", "H", "H", "C"], "coordinates": [[-0.168, 4.165, -2.954], [-1.984, -1.369, -4.744], [3.628, 1.250, -3.097], [-2.726, -3.440, -2.233], [2.725, -2.150, 4.844], [1.396, 1.930, 4.199], [-0.638, -1.830, -5.769], [-1.362, 2.141, -0.428], [0.637, -4.631, 1.518], [-2.297, 3.952, 0.815], [-4.737, -0.672, -0.148], [-4.525, -3.332, 1.266], [-3.669, -1.523, 3.252], [-0.091, 0.439, -0.464], [3.992, -1.654, 5.117], [4.473, -0.549, 4.425], [3.764, -2.492, 0.807], [2.428, -0.462, 3.152], [1.229, -2.560, -2.184], [0.867, -6.166, 2.998], [0.627, 3.806, -1.422], [1.262, 2.065, -3.143], [-0.360, -4.556, 3.706], [1.574, 2.585, 3.352], [-3.792, -3.482, 0.474], [-0.496, -2.371, -1.882], [1.683, -0.778, -5.777], [-3.561, 5.295, -0.292], [1.622, 3.957, 3.545], [-1.849, -1.177, 0.136], [-1.626, 1.537, -3.115], [-1.518, -2.817, 4.157], [0.062, -3.408, 1.211], [3.453, 2.816, -2.312], [-3.235, 4.064, -2.420], [-3.391, 0.017, -4.091], [-2.390, 4.459, 1.765], [-2.553, -1.794, -2.830], [3.101, -3.266, 0.413], [-4.518, 0.113, 4.794], [4.069, 0.925, 2.934], [-2.757, 3.722, -1.512], [1.883, -0.217, 0.292], [-3.346, -1.894, -0.440], [3.585, -1.297, -1.920], [-4.969, -0.652, 0.921], [2.392, -1.869, -4.588], [5.551, -0.078, 1.043], [3.628, -2.446, 1.886], [-2.341, 3.541, -4.390], [2.162, 2.499, 0.016], [0.059, -3.278, -3.289], [-1.529, 2.815, 0.729], [0.970, -1.960, 3.644], [2.537, 1.988, -5.286], [-3.172, -2.442, -2.218], [-0.782, 3.028, -5.007], [2.252, 4.932, 0.362], [0.263, -2.403, -2.664], [4.793, -2.816, 0.616], [-0.726, -2.747, 2.154], [0.005, 0.706, -2.681], [1.555, 4.459, -2.772], [0.746, 3.770, -2.507], [-0.930, -3.327, 3.406], [-2.602, -0.684, 2.929], [-4.243, -4.167, -0.248], [-1.728, 2.664, -4.619], [1.911, -0.896, -4.716], [1.947, -1.557, 3.861], [-2.238, 2.128, -5.423], [-5.648, -0.957, -0.681], [1.861, 4.804, 2.470], [1.758, 2.050, 2.078], [1.246, -5.140, 0.781], [1.514, 2.248, -5.009], [-1.659, 1.197, 3.352], [3.416, -2.360, -2.098], [-3.501, 0.049, -2.326], [2.998, 1.348, -1.457], [-1.389, -1.139, 1.665], [-1.119, -0.142, -5.683], [4.605, -2.123, 5.877], [-4.622, -1.126, 4.175], [0.218, -2.967, 0.233], [2.341, -3.001, 5.391], [1.504, 0.278, 1.802], [-3.452, 0.948, 4.495], [-3.264, 0.636, -3.206], [0.850, 1.625, -5.611], [-4.477, 0.347, -0.441], [-1.001, -1.054, -5.089], [-0.531, -5.006, 4.675], [-4.156, -2.512, -2.689], [4.565, -1.040, -2.328], [-2.938, 4.410, -0.327], [-5.445, -1.786, 4.416], [-2.501, 0.551, 3.566], [3.491, -0.887, -0.114], [3.692, 0.053, 3.453], [2.054, 4.277, 1.201], [2.989, 1.832, -2.429], [-5.263, 0.424, 5.514], [0.291, -0.852, -3.732], [4.439, 1.271, 0.784], [5.385, 0.653, -0.554], [2.845, -0.736, -2.481], [-0.193, 0.115, 1.597], [-2.920, -3.993, 0.891], [2.649, -0.138, -4.461], [-4.005, 1.442, -3.266], [4.835, 0.354, 0.340], [0.424, -5.207, 2.763], [1.355, 3.288, -5.309], [1.905, 5.874, 2.624], [1.483, 4.365, 4.538], [-3.754, -2.497, 2.790], [-1.946, 2.594, -1.562], [-1.014, 2.411, 1.585], [5.454, -0.152, 4.648], [-3.356, 1.906, 4.988], [1.999, 2.903, 1.007]], "lumo_energy_ev": [-2.34, -3.77], "spin_multiplicity": 5, "orbital_gap_ha": [0.30459, 0.25337], "total_charge": 1}

---

Calculated values (eV) of calculated total energy for the records, taken in order: -59969.2280; -112639.1650.